Density functional theory data (ωB97M-V/def2-TZVPD) for one molecule with the formula C7H7FN2O.

Output
Energy ... -15113.71305 eV
Energy above the lowest of the compared OMol25 structures with the same formula, charge and spin ... 50.8 kcal per mole
E_LUMO ... 0.32 eV
Gap between HOMO and LUMO ... 9.70 eV
Structure (SMILES) ... COC1=NC=C[C@@H](C#N)[C@H]1F
2S+1 ... 1
HOMO energy ... -0.3447 Ha
Max |F| ... 0.1322 hartree/bohr

Structure (XYZ):
```
18
Properties=species:S:1:pos:R:3:forces:R:3
C 0.654 1.447 0.849 -3.1 -0.7 0.4
C -1.863 0.824 0.860 0.0 -0.5 1.6
C -0.741 1.539 0.280 3.4 2.4 -2.2
C -1.756 -0.510 0.850 0.1 -0.3 1.2
C -0.484 0.881 -1.169 4.7 1.4 4.7
C 0.062 -0.395 -0.437 0.7 -1.5 -3.3
C 1.846 -1.944 -0.542 1.5 -1.0 1.7
N 1.656 1.425 1.366 2.7 0.1 1.1
N -0.562 -1.065 0.448 0.4 -0.3 -1.4
O 1.263 -0.744 -0.932 -2.4 0.8 -0.5
F 0.496 1.600 -1.905 -1.2 -1.3 1.0
H -2.403 1.282 1.651 -1.1 0.5 0.0
H -0.633 2.641 0.294 -1.8 -0.1 -0.7
H -2.375 -1.213 1.415 -0.2 0.6 -0.4
H -1.367 0.987 -1.603 -3.7 -0.7 -2.5
H 2.755 -1.872 -1.111 1.1 0.0 0.6
H 1.507 -2.931 -0.905 -1.3 0.7 0.2
H 1.943 -1.951 0.594 0.3 -0.2 -1.6
```
Positions in Å, forces in eV/Å.